# 1
ORCA calculation (ωB97M-V/def2-TZVPD) on H16O9V as an isolated structure.

Element x y z (Å)
O: 20.981 12.509 -23.643
V: 21.606 12.883 -25.001
O: 19.754 13.364 -25.973
H: 19.099 12.652 -26.105
H: 19.228 14.127 -25.673
O: 22.871 10.442 -23.579
H: 23.750 10.191 -23.252
H: 22.261 9.946 -23.009
O: 22.412 13.481 -27.097
H: 22.820 12.850 -27.716
H: 22.896 14.313 -27.237
O: 21.474 14.939 -24.426
H: 20.760 15.591 -24.493
H: 22.001 15.156 -23.621
O: 23.673 13.234 -24.576
H: 24.199 12.412 -24.565
H: 24.311 13.966 -24.606
O: 19.015 13.123 -21.354
H: 18.540 12.861 -22.149
H: 18.350 13.154 -20.652
O: 21.209 10.915 -25.776
H: 20.771 10.911 -26.649
H: 21.671 10.058 -25.697
O: 22.350 14.281 -21.876
H: 23.044 14.826 -21.473
H: 21.876 13.898 -21.119

The value obtained for the HOMO-LUMO gap (alpha / beta) is 8.9503 / 9.1201 eV. Its spin multiplicity is 2. The charge is +2. Its expectation value of S² is 0.782.

Results of the Mulliken charge analysis, in e, for atoms 1 through 6: atom 1 (O): -0.13, atom 2 (V): 1.20, atom 3 (O): -0.40, atom 4 (H): 0.33, atom 5 (H): 0.33, atom 6 (O): -0.56

# 2
ORCA calculation (ωB97M-V/def2-TZVPD) on H17LiO9 as an isolated structure.

Element x y z (Å)
Li: 1.727 7.229 34.245
O: 2.321 8.294 35.675
H: 1.890 9.064 35.336
O: 4.688 7.268 36.540
H: 5.144 8.044 36.893
H: 3.690 7.427 36.544
O: 4.604 7.715 33.452
H: 4.733 7.464 34.286
H: 4.374 8.541 33.455
O: 0.365 10.689 34.799
H: -0.750 10.727 34.622
H: 0.391 11.473 35.341
O: 1.863 7.178 38.047
H: 2.183 7.601 37.167
H: 2.519 6.474 38.025
O: 4.097 10.359 35.616
H: 3.419 9.626 35.771
H: 3.879 11.064 36.104
O: -0.095 9.282 32.409
H: 0.578 9.851 32.972
H: 0.486 8.677 32.061
O: 2.780 10.228 32.930
H: 2.908 10.451 33.817
H: 2.432 11.074 32.539
O: 0.698 10.009 37.182
H: 1.125 9.331 36.688
H: 0.491 10.303 36.348

The value obtained for the HOMO-LUMO gap is 9.3815 eV.

Results of the Mulliken charge analysis, in e, for atoms 1 through 6: atom 1 (Li): 0.85, atom 2 (O): -1.20, atom 3 (H): 0.06, atom 4 (O): -0.66, atom 5 (H): 0.33, atom 6 (H): 0.09

# 3
ORCA calculation (ωB97M-V/def2-TZVPD) on H17O8 as an isolated structure.

Element x y z (Å)
O: 1.230 0.502 -1.068
H: 2.028 1.060 -1.203
H: 0.320 1.144 -0.892
O: 1.934 0.275 1.578
H: 2.611 0.935 1.719
H: 1.210 0.787 1.948
O: -0.430 1.412 2.006
H: -0.867 1.555 1.120
H: -0.903 1.650 2.818
O: -2.088 -0.327 -0.707
H: -2.923 -0.198 -0.237
H: -0.891 -1.159 -1.890
O: 0.040 -1.225 -2.198
H: 0.114 -0.921 -3.139
H: 0.953 -0.679 -1.273
O: -0.976 -1.287 1.101
H: -1.150 -2.006 1.723
H: -1.524 -0.930 0.147
O: -0.839 1.645 -0.572
H: -1.094 2.414 -1.157
H: -1.419 0.693 -0.672
O: 1.099 -1.381 0.019
H: 0.150 -1.713 0.554
H: 1.767 -1.990 -0.040
H: 1.650 -0.257 0.314

The value obtained for the HOMO-LUMO gap (alpha / beta) is 3.2900 / 11.1383 eV. Its spin multiplicity is 2. Its expectation value of S² is 0.750.

Results of the Mulliken charge analysis, in e, for atoms 1 through 6: atom 1 (O): 1.03, atom 2 (H): -0.38, atom 3 (H): -0.08, atom 4 (O): -0.53, atom 5 (H): 0.43, atom 6 (H): 0.20

# 4
ORCA calculation (ωB97M-V/def2-TZVPD) on a 10-piece molecular cluster, H18NO12 overall.

Element x y z (Å)
N: 0.200 1.094 -0.757
O: -0.809 0.532 -1.170
O: 1.218 0.394 -0.968
O: 0.114 1.953 0.113
O: -2.718 2.358 0.645
H: -2.073 2.326 1.322
H: -2.350 2.100 -0.188
O: 3.565 -0.682 -1.561
H: 2.734 -0.236 -1.355
H: 3.234 -1.322 -2.191
O: -3.113 -0.323 -1.989
H: -3.148 -0.967 -2.685
H: -2.190 0.018 -2.013
O: -0.748 -1.311 0.979
H: -0.455 -0.564 0.469
H: -1.684 -1.414 0.650
O: 0.393 -2.216 -1.706
H: 0.306 -1.359 -1.341
H: 0.014 -2.193 -2.591
O: -3.266 -0.485 0.793
H: -3.421 -0.621 -0.121
H: -2.878 0.385 0.897
O: 2.912 1.065 1.682
H: 2.767 1.519 0.831
H: 2.606 0.145 1.571
O: 0.037 2.097 3.003
H: -0.625 1.473 3.235
H: 0.067 2.026 2.037
O: 2.806 -1.807 0.976
H: 3.372 -2.478 1.314
H: 3.133 -1.508 0.121

The value obtained for the HOMO-LUMO gap is 9.8542 eV. The charge is -1.

Results of the Mulliken charge analysis, in e, for atoms 1 through 6: atom 1 (N): 0.76, atom 2 (O): -0.73, atom 3 (O): -0.78, atom 4 (O): -0.72, atom 5 (O): -0.72, atom 6 (H): 0.34

# 5
ORCA calculation (ωB97M-V/def2-TZVPD) on a 8-piece molecular cluster, H18NO7 overall.

Element x y z (Å)
N: -1.199 0.271 1.216
H: -0.876 -0.656 1.456
H: -1.987 0.636 1.562
H: -0.300 0.762 1.432
H: -1.275 0.416 0.174
H: -1.559 1.046 -4.626
H: -0.380 0.419 -3.944
O: -1.393 0.414 -3.865
H: -2.581 2.518 3.607
H: -1.483 3.086 2.736
O: -1.840 2.286 3.081
H: -2.195 -0.651 -2.278
H: -3.117 0.054 -1.142
O: -2.446 -0.668 -1.246
H: 3.435 -1.700 -0.378
H: 4.666 -1.003 0.377
O: 3.705 -0.990 0.176
H: -0.225 -4.056 1.607
H: 0.630 -3.255 2.738
O: 0.263 -3.282 1.923
H: 0.841 -1.787 1.011
H: 1.899 -0.635 1.003
O: 0.955 -0.840 0.844
H: 2.344 3.469 -2.329
H: 2.238 2.307 -1.400
O: 1.795 2.721 -2.178

The value obtained for the HOMO-LUMO gap (alpha / beta) is 10.1846 / 2.1235 eV. Its spin multiplicity is 2. The charge is +2. Its expectation value of S² is 0.757.

Results of the Mulliken charge analysis, in e, for atoms 1 through 6: atom 1 (N): -0.34, atom 2 (H): 0.31, atom 3 (H): 0.36, atom 4 (H): 0.41, atom 5 (H): 0.32, atom 6 (H): 0.41

# 6
ORCA calculation (ωB97M-V/def2-TZVPD) on a 9-piece molecular cluster, H18O9 overall.

Element x y z (Å)
H: -0.336 0.108 -0.806
H: 0.794 0.454 0.151
H: -2.663 -3.291 -2.438
H: -1.384 -3.164 -1.626
H: -2.240 2.929 -0.870
H: -0.960 2.179 -1.202
H: 1.171 -1.800 -1.190
H: 1.786 -0.920 -2.265
H: -3.643 1.696 0.107
H: -2.277 1.190 -0.326
H: -0.054 4.786 1.612
H: -0.308 3.672 0.610
H: 4.011 0.378 -0.149
H: 5.125 1.338 0.235
H: 2.966 -3.687 1.650
H: 2.823 -2.944 0.332
H: -3.212 -3.072 2.483
H: -2.052 -2.151 2.826
O: -0.121 0.150 0.133
O: -2.243 -2.749 -1.760
O: -1.422 2.608 -0.473
O: 1.909 -1.202 -1.352
O: -3.220 1.046 -0.465
O: 0.373 4.285 0.908
O: 4.337 1.270 -0.315
O: 3.259 -2.892 1.190
O: -2.815 -2.227 2.242

The value obtained for the HOMO-LUMO gap is 10.4396 eV. As for the SMILES: O.O.O.O.O.O.O.O.O.

Results of the Mulliken charge analysis, in e, for atoms 1 through 6: atom 1 (H): 0.27, atom 2 (H): 0.33, atom 3 (H): 0.30, atom 4 (H): 0.30, atom 5 (H): 0.36, atom 6 (H): 0.33

For each record above, in turn, the calculated ΔE to the lowest compared entry with this formula, charge and spin values are 0.0000; 2.0795; 3.0165; 1.9883; 1.5640; 3.5192 eV.